No. 1
DFT (wB97M-V/def2-TZVPD) results for 2 unconnected molecules or ions with the total composition C4H12 in a non-equilibrium geometry.

Each atom is followed by the atoms it is bonded to, with distances in Å.
Positions of all 16 atoms, in Å:
1 H -1.75618 -2.71549 0.38640  C14 1.110
2 H 0.56107 -1.25039 0.19456  C8 1.055
3 H -0.18063 -1.26390 1.81029  C8 1.174
4 H -1.13523 2.31063 -1.08666  C11 0.974
5 H -0.94316 -3.88504 0.95965  C14 1.050
6 H 1.38220 1.30519 -0.76350  C10 1.067
7 H 0.37123 1.83917 0.62774  C10 1.128
8 C 0.22894 -1.92710 0.93279  H2 1.055, H3 1.174, H13 1.149, C14 1.594
9 H 1.73614 2.92104 -0.17244  C10 1.134
10 C 0.91518 2.15041 -0.31051  H6 1.067, H7 1.128, H9 1.134, C11 1.544
11 C -0.29051 2.79284 -1.02958  H4 0.974, C10 1.544, H12 1.246, H15 1.087
12 H -0.90836 3.78126 -0.59056  C11 1.246
13 H 1.14264 -2.52741 1.28574  C8 1.149
14 C -0.70670 -3.07273 0.33787  H1 1.110, H5 1.050, C8 1.594, H16 1.057
15 H -0.00382 3.10434 -2.03048  C11 1.087
16 H -0.41282 -3.56282 -0.55132  C14 1.057

As for the HOMO energy: -11.1592 eV. For the energy relative to the best compared isomer or geometry (same formula, charge and spin), the calculation gives 186.98 kJ/mol. The SMILES is CC.CC. The LUMO energy is 1.05 eV.

No. 2
DFT (wB97M-V/def2-TZVPD) results for 2 unconnected molecules or ions with the total composition C4H12 in a non-equilibrium geometry.

Each atom is followed by the atoms it is bonded to, with distances in Å.
Positions of all 16 atoms, in Å:
1 H 2.68167 0.67576 -0.71733  C7 1.116
2 H 2.73333 -1.44536 0.80831  C10 1.155
3 H 3.40722 0.90848 0.84130  C7 1.096
4 H -3.42090 0.57444 0.28653  C6 1.181
5 H 1.13714 -1.17546 0.71714  C10 1.074
6 C -2.36416 0.57060 -0.23976  H4 1.181, C9 1.514, H12 1.062, H16 1.198
7 C 2.48408 0.54657 0.37385  H1 1.116, H3 1.096, H8 1.007, C10 1.405
8 H 2.05681 1.41829 0.64224  C7 1.007
9 C -2.17288 -0.46904 -1.32308  C6 1.514, H11 1.062, H14 1.083, H15 1.163
10 C 1.98471 -0.59336 1.02583  H2 1.155, H5 1.074, C7 1.405, H13 1.125
11 H -1.31742 -1.03914 -1.05845  C9 1.062
12 H -2.08398 1.49593 -0.67914  C6 1.062
13 H 1.78069 -0.56288 2.13137  C10 1.125
14 H -2.13915 -0.08031 -2.33361  C9 1.083
15 H -3.09653 -1.16184 -1.18348  C9 1.163
16 H -1.67062 0.33733 0.70828  C6 1.198

As for the HOMO energy: -10.7329 eV. For the energy relative to the best compared isomer or geometry (same formula, charge and spin), the calculation gives 175.39 kJ/mol. The SMILES is CC.CC. The LUMO energy is 1.08 eV.

No. 3
DFT (wB97M-V/def2-TZVPD) results for 2 unconnected molecules or ions with the total composition C4H12 in a non-equilibrium geometry.

Each atom is followed by the atoms it is bonded to, with distances in Å.
Positions of all 16 atoms, in Å:
1 H -0.53785 -1.86593 -1.82782  C14 1.097
2 H 1.44837 -2.65790 -0.12064  C8 1.096
3 H 0.49568 -0.54135 -1.88567  C14 1.098
4 C -1.10325 1.13591 0.97051  C6 1.573, H7 1.083, H10 1.082, H15 1.089
5 H -0.79707 2.77829 2.51802  C6 1.091
6 C -0.68017 2.57257 1.45283  C4 1.573, H5 1.091, H9 1.101, H16 1.077
7 H -2.18621 1.14123 0.95889  C4 1.083
8 C 1.50930 -2.33244 -1.16575  H2 1.096, H12 1.093, H13 1.078, C14 1.541
9 H -1.42293 3.26627 1.02822  C6 1.101
10 H -0.58864 0.49811 1.67725  C4 1.082
11 H -0.15321 -1.05071 -0.32586  C14 1.083
12 H 1.32511 -3.23491 -1.75444  C8 1.093
13 H 2.47861 -1.95014 -1.44091  C8 1.078
14 C 0.27729 -1.41130 -1.25157  H1 1.097, H3 1.098, C8 1.541, H11 1.083
15 H -0.70402 1.08931 -0.04112  C4 1.089
16 H 0.29286 2.87641 1.10612  C6 1.077

As for the HOMO energy: -11.5636 eV. For the energy relative to the best compared isomer or geometry (same formula, charge and spin), the calculation gives 61.83 kJ/mol. The SMILES is CC.CC. The LUMO energy is 1.12 eV.